Below is a cluster of 13 separate species, C31H64BCl24INO2 in total, with properties calculated with ωB97M-V/def2-TZVPD.

Geometry (Å):
C (3.52, 1.18, 0.19)
C (1.99, 0.54, 0.00)
I (1.01, 1.80, -1.53)
C (2.09, -0.97, -0.62)
B (0.90, -2.00, -0.16)
O (0.20, -2.73, -1.29)
C (-1.21, -2.25, -1.45)
C (-1.47, -1.85, 0.12)
C (-2.84, -1.08, 0.57)
C (-3.47, -0.06, -0.55)
N (-2.45, 0.76, -1.31)
O (-0.18, -1.38, 0.65)
H (3.92, 1.58, -0.86)
H (4.27, 0.37, 0.63)
H (3.43, 2.14, 0.88)
H (1.48, 0.61, 1.06)
H (2.02, -0.85, -1.80)
H (3.15, -1.42, -0.37)
H (1.40, -2.79, 0.58)
H (-1.02, -1.30, -2.15)
H (-1.91, -3.02, -1.98)
H (-1.64, -2.93, 0.61)
H (-2.59, -0.48, 1.57)
H (-3.67, -1.86, 0.87)
H (-4.23, -0.64, -1.26)
H (-4.14, 0.72, 0.05)
H (-2.45, 1.76, -1.04)
H (-2.73, 0.69, -2.33)
Cl (-3.89, -4.76, -1.57)
C (-3.89, -6.46, -2.10)
C (-2.59, -6.86, -2.78)
Cl (-2.38, -6.06, -4.36)
H (-4.75, -6.61, -2.76)
H (-4.05, -7.08, -1.21)
H (-2.58, -7.94, -2.97)
H (-1.72, -6.62, -2.16)
Cl (-5.52, -9.91, -3.49)
C (-6.46, -10.66, -2.17)
C (-6.67, -9.71, -1.01)
Cl (-5.16, -9.36, -0.13)
H (-5.93, -11.57, -1.85)
H (-7.42, -10.96, -2.60)
H (-7.37, -10.16, -0.28)
H (-7.10, -8.76, -1.34)
Cl (-6.35, 0.90, 2.60)
C (-6.22, 2.67, 2.72)
C (-6.15, 3.34, 1.36)
Cl (-4.61, 3.00, 0.52)
H (-5.34, 2.90, 3.34)
H (-7.11, 3.01, 3.26)
H (-6.21, 4.43, 1.48)
H (-6.97, 3.02, 0.71)
Cl (2.65, 2.21, 4.00)
C (2.78, 3.98, 4.13)
C (2.85, 4.65, 2.77)
Cl (4.39, 4.31, 1.93)
H (3.66, 4.22, 4.74)
H (1.89, 4.33, 4.67)
H (2.79, 5.74, 2.89)
H (2.03, 4.34, 2.12)
Cl (5.44, 1.24, -4.00)
C (4.25, 2.55, -3.80)
C (4.92, 3.92, -3.70)
Cl (5.82, 4.11, -2.18)
H (3.65, 2.33, -2.92)
H (3.60, 2.52, -4.68)
H (4.16, 4.70, -3.72)
H (5.61, 4.09, -4.53)
Cl (7.76, 4.71, 0.09)
C (8.38, 6.28, 0.64)
C (8.39, 6.39, 2.16)
Cl (6.74, 6.48, 2.83)
H (7.78, 7.07, 0.18)
H (9.40, 6.37, 0.26)
H (8.90, 7.31, 2.46)
H (8.90, 5.55, 2.63)
Cl (9.13, 3.93, -4.16)
C (9.12, 2.23, -4.70)
C (10.42, 1.84, -5.37)
Cl (10.63, 2.64, -6.95)
H (8.26, 2.09, -5.36)
H (8.96, 1.62, -3.80)
H (10.43, 0.76, -5.56)
H (11.29, 2.08, -4.75)
Cl (-9.30, -6.07, 3.19)
C (-7.57, -6.52, 3.23)
C (-6.86, -6.16, 1.94)
Cl (-7.40, -7.16, 0.56)
H (-7.51, -7.60, 3.43)
H (-7.12, -5.99, 4.07)
H (-5.78, -6.32, 2.05)
H (-7.01, -5.11, 1.67)
Cl (2.10, 5.07, -5.08)
C (0.60, 4.58, -5.91)
C (-0.02, 3.34, -5.28)
Cl (0.96, 1.88, -5.56)
H (0.83, 4.42, -6.96)
H (-0.09, 5.42, -5.83)
H (-1.00, 3.15, -5.72)
H (-0.15, 3.46, -4.20)
Cl (-1.27, -8.35, -0.52)
C (0.45, -8.81, -0.49)
C (1.16, -8.44, -1.78)
Cl (0.63, -9.44, -3.15)
H (0.51, -9.88, -0.28)
H (0.90, -8.27, 0.35)
H (2.24, -8.61, -1.67)
H (1.01, -7.39, -2.04)
Cl (-9.12, 3.97, 5.03)
C (-9.00, 5.75, 5.16)
C (-8.92, 6.42, 3.80)
Cl (-7.39, 6.07, 2.96)
H (-8.12, 5.98, 5.77)
H (-9.88, 6.09, 5.70)
H (-8.98, 7.50, 3.91)
H (-9.74, 6.10, 3.15)
Cl (7.46, 6.45, 6.52)
C (6.69, 5.30, 7.64)
C (5.60, 4.49, 6.97)
Cl (4.18, 5.49, 6.56)
H (6.31, 5.87, 8.50)
H (7.48, 4.63, 8.00)
H (5.24, 3.71, 7.65)
H (5.95, 4.01, 6.06)

- frontier orbital gap (eV) = 5.10
- net charge = -1
- E_LUMO (Ha) = 0.0581
- DFT total energy (eV) = -348086.747

Atom charges from the Löwdin analysis, given in e for atoms 1 to 6: atom 1 (C): -0.2080, atom 2 (C): -0.6613, atom 3 (I): 0.7563, atom 4 (C): -0.1953, atom 5 (B): -0.8132, atom 6 (O): -0.1547


Below is a cluster of 2 separate species, C16H16BIO5P2S in total, with properties calculated with ωB97M-V/def2-TZVPD.

Geometry (Å):
O (1.15, 4.10, -4.06)
C (0.42, 3.67, -3.18)
C (-0.78, 4.44, -2.75)
C (-1.07, 5.65, -3.37)
C (-2.21, 6.35, -3.01)
C (-3.05, 5.85, -2.02)
C (-2.75, 4.66, -1.39)
C (-1.61, 3.95, -1.75)
C (-1.29, 2.68, -1.05)
O (-1.99, 2.28, -0.13)
C (-0.10, 1.90, -1.49)
C (0.19, 0.69, -0.87)
C (1.28, -0.06, -1.30)
C (2.07, 0.40, -2.34)
C (1.79, 1.61, -2.96)
C (0.70, 2.37, -2.53)
H (-0.42, 6.03, -4.15)
H (-2.44, 7.29, -3.50)
H (-3.95, 6.40, -1.74)
H (-3.41, 4.28, -0.61)
H (-0.43, 0.34, -0.06)
H (1.50, -1.00, -0.81)
H (2.91, -0.19, -2.68)
H (2.41, 1.96, -3.77)
C (-0.99, -2.98, 4.89)
C (-1.16, -4.37, 4.17)
B (0.25, -4.73, 3.48)
O (0.90, -5.90, 3.95)
P (1.04, -3.62, 2.14)
I (-0.65, -2.86, 0.52)
P (2.47, -4.83, 0.95)
O (3.95, -4.48, 1.65)
O (2.50, -4.28, -0.63)
S (2.10, -6.72, 0.94)
H (-0.49, -2.27, 4.22)
H (-1.93, -2.60, 5.30)
H (-0.28, -3.15, 5.73)
H (-1.36, -5.10, 4.97)
H (-2.00, -4.38, 3.46)
H (1.27, -5.68, 4.81)
H (3.88, -3.55, 1.91)
H (1.60, -4.17, -0.95)

- frontier orbital gap (eV) = 7.37
- structure (SMILES) = O=C1c2ccccc2C(=O)c2ccccc21.CCB(O)P(I)P(O)(O)=S
- net charge = 0
- E_LUMO (Ha) = -0.0454
- DFT total energy (eV) = -65282.352

Atom charges from the Löwdin analysis, given in e for atoms 1 to 6: atom 1 (O): 0.1064, atom 2 (C): -0.2792, atom 3 (C): -0.0830, atom 4 (C): 0.0009, atom 5 (C): -0.0564, atom 6 (C): -0.0566


Below is a structure of composition C16H19F6N2NiPSe2, with properties calculated with ωB97M-V/def2-TZVPD.

Geometry (Å):
Ni (-0.44, 0.60, 0.26)
C (0.74, -1.18, 3.51)
Se (-0.12, 0.39, 2.65)
C (-2.03, 0.11, 3.05)
C (-2.51, -1.19, 2.43)
Se (-2.13, -0.94, 0.46)
C (-1.37, -2.71, -0.11)
H (-0.06, -1.66, 4.08)
H (1.51, -0.83, 4.20)
H (1.24, -1.91, 2.77)
H (-2.60, 1.03, 2.61)
H (-2.22, 0.10, 4.15)
H (-3.58, -1.27, 2.51)
H (-1.96, -2.01, 2.80)
H (-1.87, -3.53, 0.45)
H (-0.32, -2.61, 0.08)
H (-1.67, -2.86, -1.17)
C (1.59, -2.14, -4.00)
C (2.14, -1.95, -2.75)
C (1.64, -0.88, -1.99)
C (0.53, -0.18, -2.44)
C (-0.04, -0.43, -3.66)
C (0.51, -1.42, -4.42)
N (-0.14, 0.74, -1.61)
N (-0.87, 1.66, -2.16)
C (-1.30, 2.60, -1.28)
C (-2.07, 3.69, -1.67)
C (-2.45, 4.66, -0.83)
C (-1.95, 4.61, 0.49)
C (-1.44, 3.45, 0.99)
C (-1.10, 2.39, 0.12)
H (2.00, -2.99, -4.68)
H (2.96, -2.50, -2.33)
H (2.06, -0.73, -0.97)
H (-0.92, 0.17, -3.92)
H (0.07, -1.72, -5.40)
H (-2.59, 3.66, -2.65)
H (-3.06, 5.45, -1.22)
H (-1.93, 5.44, 1.17)
H (-1.06, 3.39, 1.98)
F (2.77, -2.15, 0.96)
P (3.85, -0.96, 1.17)
F (5.11, -2.02, 1.30)
F (3.47, -1.09, 2.82)
F (4.10, -0.78, -0.43)
F (2.67, 0.22, 1.13)
F (4.86, 0.30, 1.56)

- frontier orbital gap (alpha / beta) (eV) = 6.36 / 4.99
- relative energy (zero: lowest compared OMol25 entry of this formula, charge and spin) (eV) = 0.000
- net charge = +1
- E_LUMO (alpha / beta) (Ha) = -0.2092 / -0.2856
- DFT total energy (eV) = -217203.763
- 2S+1 = 4

Atom charges from the Löwdin analysis, given in e for atoms 1 to 6: atom 1 (Ni): 0.2177, atom 2 (C): -0.2937, atom 3 (Se): 1.0132, atom 4 (C): -0.5109, atom 5 (C): -0.4232, atom 6 (Se): 1.0059


Below is a structure of composition C21H26F5N7O9STeTi, with properties calculated with ωB97M-V/def2-TZVPD.

Geometry (Å):
Ti (-0.11, 0.55, -0.73)
O (0.39, -1.71, 1.00)
C (0.46, -2.93, 0.24)
C (0.19, -2.53, -1.21)
N (0.95, -1.35, -1.74)
C (0.66, -1.14, -3.18)
C (0.85, 0.29, -3.55)
O (1.21, 0.68, -4.66)
O (0.53, 1.13, -2.52)
C (2.37, -1.31, -1.30)
C (2.65, -0.33, -0.15)
O (3.70, -0.28, 0.45)
O (1.64, 0.51, 0.04)
H (0.93, -1.83, 1.83)
H (-0.36, -3.57, 0.55)
H (1.34, -3.56, 0.43)
H (-0.88, -2.22, -1.37)
H (0.25, -3.37, -1.91)
H (-0.40, -1.38, -3.29)
H (1.22, -1.86, -3.79)
H (2.90, -0.86, -2.16)
H (2.77, -2.28, -0.99)
N (-4.27, 4.09, -5.68)
C (-3.23, 4.29, -4.88)
C (-3.17, 5.23, -3.82)
C (-2.22, 5.13, -2.83)
C (-1.25, 4.14, -2.88)
C (-1.10, 3.40, -4.07)
C (-2.10, 3.42, -5.03)
S (-0.19, 4.02, -1.38)
O (1.13, 3.54, -1.76)
O (-0.39, 5.21, -0.58)
N (-0.91, 2.68, -0.58)
C (-1.89, 2.81, 0.28)
N (-2.84, 3.71, 0.33)
C (-3.96, 3.42, 1.12)
C (-4.02, 2.40, 2.05)
C (-2.79, 1.69, 2.21)
N (-1.86, 1.85, 1.26)
H (-5.16, 4.51, -5.46)
H (-4.26, 3.41, -6.44)
H (-4.00, 5.97, -3.68)
H (-2.19, 5.74, -1.92)
H (-0.19, 2.79, -4.15)
H (-2.06, 2.75, -5.85)
H (-4.83, 4.01, 0.87)
H (-4.89, 2.08, 2.63)
H (-2.59, 1.07, 3.07)
F (-1.57, -0.40, -1.26)
Te (-6.96, -2.73, 1.28)
F (-5.35, -2.13, 2.00)
F (-7.18, -4.61, 1.17)
F (-7.43, -3.01, 3.18)
F (-5.84, -2.96, -0.31)
O (-0.96, 0.92, 0.99)
N (1.64, -2.41, 3.34)
C (2.73, -2.81, 3.55)
N (3.96, -3.19, 3.75)
C (4.24, -4.22, 4.76)
C (5.41, -3.78, 5.62)
O (6.53, -3.27, 4.78)
C (6.13, -2.11, 4.01)
C (5.04, -2.46, 3.05)
H (4.45, -5.21, 4.26)
H (3.37, -4.35, 5.41)
H (5.75, -4.66, 6.24)
H (5.11, -2.92, 6.31)
H (7.01, -1.77, 3.59)
H (5.83, -1.31, 4.80)
H (5.47, -3.04, 2.13)
H (4.61, -1.60, 2.54)

- frontier orbital gap (eV) = 6.77
- relative energy (zero: lowest compared OMol25 entry of this formula, charge and spin) (eV) = 0.676
- net charge = 0
- E_LUMO (Ha) = -0.0353
- DFT total energy (eV) = -105889.175

Atom charges from the Löwdin analysis, given in e for atoms 1 to 6: atom 1 (Ti): 1.3030, atom 2 (O): -0.1171, atom 3 (C): -0.2130, atom 4 (C): -0.1630, atom 5 (N): -0.1947, atom 6 (C): -0.0812